Entry 1:
C26H40ClGeMnN4O8P | the ωB97M-V functional and the def2-TZVPD basis

CARTESIAN COORDINATES (ANGSTROEM)
Mn -0.17 1.29 -0.36
O 4.11 0.69 3.55
C 2.97 0.76 4.22
O 2.98 0.75 5.44
C 1.73 0.83 3.44
C 0.44 0.78 3.99
Cl 0.09 0.58 5.64
N -0.50 0.85 2.97
N 0.19 0.95 1.78
C 1.51 0.94 2.05
C 2.45 1.13 0.92
O 3.69 0.98 1.10
O 1.95 1.49 -0.18
C -1.87 0.81 2.99
C -2.65 0.97 4.17
C -4.02 0.92 4.13
C -4.70 0.71 2.93
C -3.96 0.57 1.76
C -2.59 0.63 1.78
H 3.97 0.78 2.51
H -2.16 1.15 5.11
H -4.57 1.05 5.05
H -5.78 0.66 2.91
H -4.47 0.42 0.81
H -2.03 0.53 0.83
C -2.13 -3.04 0.02
C -1.90 -3.04 -1.50
C -2.45 -4.34 -2.11
C -2.61 -1.84 -2.13
O -0.53 -3.02 -1.82
P 0.58 -1.96 -1.18
O 1.59 -1.81 -2.24
O -0.13 -0.79 -0.59
O 1.10 -2.75 0.14
C 1.96 -3.86 0.23
C 2.87 -4.02 -0.99
C 2.81 -3.63 1.49
C 1.12 -5.14 0.40
H -3.19 -3.00 0.24
H -1.63 -2.18 0.45
H -1.70 -3.94 0.47
H -3.52 -4.42 -1.93
H -1.95 -5.20 -1.67
H -2.25 -4.35 -3.18
H -3.68 -1.92 -1.98
H -2.40 -1.81 -3.20
H -2.24 -0.92 -1.68
H 3.43 -3.10 -1.14
H 2.26 -4.18 -1.87
H 3.55 -4.86 -0.84
H 3.42 -2.74 1.34
H 3.46 -4.49 1.68
H 2.17 -3.46 2.35
H 0.55 -5.31 -0.51
H 0.44 -5.03 1.23
H 1.77 -5.99 0.57
C -0.62 6.39 0.01
Ge 0.44 4.65 0.10
C 1.61 4.89 1.73
C 1.69 4.69 -1.46
C -0.72 3.11 0.06
H 0.03 7.26 0.04
H -1.32 6.45 0.84
H -1.19 6.42 -0.91
H 2.16 5.83 1.72
H 2.32 4.07 1.76
H 1.02 4.85 2.64
H 2.50 5.40 -1.34
H 1.16 4.91 -2.38
H 2.10 3.69 -1.54
H -1.58 3.26 0.74
C -0.39 1.59 -5.49
N -0.01 0.64 -4.46
C 1.23 -0.09 -4.70
C -0.29 0.96 -3.22
N -0.66 1.30 -2.16
H -0.54 1.05 -6.43
H 0.39 2.35 -5.66
H -1.31 2.08 -5.21
H 1.14 -0.63 -5.64
H 1.38 -0.79 -3.87
H 2.09 0.59 -4.75

Properties
2S+1: 6
HOMO (alpha / beta), eV: 1.104 / -0.819
Total energy, eV: -159602.0201
HOMO-LUMO gap (alpha / beta), eV: 3.0 / 4.9
Energy relative to the best compared isomer or geometry (same formula, charge and spin), kcal per mole: 50.0
Net charge: -2
Lowest unoccupied orbital energy (alpha / beta), eV: 4.08 / 4.07

Entry 2:
C26H40N4PdSi4 | the ωB97M-V functional and the def2-TZVPD basis

CARTESIAN COORDINATES (ANGSTROEM)
Pd 0.32 0.08 -0.75
C 3.10 4.67 -2.55
C 2.78 3.52 -3.26
C 1.76 2.70 -2.83
C 1.00 3.03 -1.70
C 1.36 4.18 -0.97
C 2.40 4.97 -1.39
N -0.02 2.18 -1.37
C -1.24 2.59 -0.95
C -1.70 3.92 -0.90
C -3.00 4.20 -0.53
C -3.91 3.19 -0.25
C -3.53 1.87 -0.36
C -2.20 1.55 -0.68
N -1.76 0.30 -0.90
N -2.54 -0.75 -0.92
C -2.10 -1.78 -1.66
C -2.98 -2.82 -2.00
C -2.55 -3.82 -2.84
C -1.23 -3.80 -3.31
C -0.41 -2.77 -2.88
N -0.80 -1.79 -2.08
H 3.91 5.30 -2.89
H 3.32 3.28 -4.17
H 1.51 1.79 -3.36
H 0.83 4.41 -0.06
H 2.66 5.85 -0.82
H -1.04 4.73 -1.16
H -3.31 5.24 -0.47
H -4.92 3.44 0.04
H -4.23 1.06 -0.20
H -4.00 -2.78 -1.64
H -3.22 -4.61 -3.14
H -0.86 -4.56 -3.97
H 0.63 -2.74 -3.20
C 0.27 -3.88 3.24
Si -0.50 -3.39 1.55
C 0.39 -4.40 0.18
C -2.37 -3.75 1.55
Si -0.13 -1.03 1.18
Si 2.65 -0.20 -0.56
C 3.26 -1.19 1.00
C 3.86 1.31 -0.51
C 3.12 -1.36 -2.05
Si -0.73 0.57 2.91
C -2.63 0.53 3.19
C -0.22 2.32 2.36
C 0.21 0.15 4.53
H 0.21 -4.95 3.40
H -0.23 -3.39 4.07
H 1.32 -3.60 3.28
H 0.01 -5.41 0.10
H 1.46 -4.46 0.37
H 0.26 -3.92 -0.79
H -2.58 -4.80 1.32
H -2.88 -3.15 0.81
H -2.82 -3.53 2.52
H 3.04 -0.64 1.92
H 4.33 -1.34 0.96
H 2.78 -2.16 1.08
H 3.58 2.01 0.26
H 3.92 1.85 -1.45
H 4.86 0.95 -0.28
H 2.92 -2.40 -1.79
H 4.18 -1.27 -2.29
H 2.55 -1.13 -2.95
H -3.14 0.69 2.25
H -2.95 1.31 3.87
H -2.97 -0.42 3.59
H -0.89 2.70 1.60
H 0.79 2.32 1.93
H -0.22 3.03 3.19
H -0.01 -0.85 4.89
H -0.05 0.84 5.32
H 1.28 0.21 4.38

Properties
2S+1: 1
HOMO (alpha / beta), eV: -6.747 / -6.813
Total energy, eV: -68562.1566
HOMO-LUMO gap (alpha / beta), eV: 5.4 / 5.7
Energy relative to the best compared isomer or geometry (same formula, charge and spin), kcal per mole: 13.4
Lowest unoccupied orbital energy (alpha / beta), eV: -1.32 / -1.15

Entry 3:
C26H40O4 | the ωB97M-V functional and the def2-TZVPD basis

CARTESIAN COORDINATES (ANGSTROEM)
C 11.13 -1.15 2.23
O 9.99 -0.65 1.53
C 9.72 -1.41 0.35
C 9.00 -0.51 -0.76
C 7.43 -0.72 -0.68
C 6.61 0.65 -0.68
C 6.25 1.15 0.78
C 4.70 1.19 1.11
C 3.79 1.79 -0.03
C 2.56 0.81 -0.28
C 1.14 1.46 -0.02
C 0.18 0.47 0.79
C -1.01 -0.10 -0.12
C -2.30 0.79 0.04
C -3.43 0.16 0.91
C -3.38 0.26 2.37
C -4.42 -0.27 3.24
C -5.56 -0.95 2.62
C -5.61 -1.08 1.18
C -4.55 -0.54 0.30
C -4.75 -0.78 -1.21
O -4.40 -0.05 -2.11
C -5.56 -2.09 -1.58
C -6.54 -2.57 -0.78
C -6.84 -1.80 0.53
O -7.93 -1.70 1.04
H 11.55 -0.29 2.82
H 11.92 -1.54 1.55
H 10.87 -1.95 2.98
H 10.64 -1.87 -0.11
H 9.04 -2.26 0.63
H 9.42 -0.88 -1.73
H 9.28 0.56 -0.61
H 7.14 -1.24 -1.64
H 7.15 -1.39 0.17
H 7.32 1.41 -1.10
H 5.73 0.49 -1.35
H 6.77 2.11 1.01
H 6.70 0.39 1.49
H 4.41 0.17 1.47
H 4.59 1.87 2.00
H 3.36 2.76 0.33
H 4.31 2.00 -0.98
H 2.57 0.49 -1.36
H 2.64 -0.13 0.32
H 0.66 1.80 -0.98
H 1.28 2.38 0.60
H 0.73 -0.42 1.18
H -0.20 1.06 1.66
H -0.65 0.05 -1.18
H -1.17 -1.20 0.02
H -1.98 1.73 0.58
H -2.71 1.11 -0.95
H -2.53 0.79 2.87
H -4.37 -0.18 4.35
H -6.38 -1.34 3.25
H -5.28 -2.62 -2.52
H -7.11 -3.49 -1.03
C -8.09 0.69 -2.46
C -9.59 0.47 -2.52
C -10.30 1.18 -1.38
O -9.87 -0.93 -2.46
H -7.67 0.29 -1.53
H -7.59 0.18 -3.28
H -7.85 1.76 -2.52
H -9.98 0.84 -3.47
H -9.96 0.79 -0.41
H -11.38 1.00 -1.42
H -10.12 2.25 -1.40
H -9.53 -1.26 -1.62

Properties
2S+1: 1
HOMO, eV: -9.449
Total energy, eV: -35796.9537
HOMO-LUMO gap, eV: 8.5
Lowest unoccupied orbital energy, eV: -0.90
SMILES: COCCCCCCCCCCCCc1cccc2c1C(=O)C=CC2=O.CC(C)O

Entry 4:
C26H41FHfNO4Si2Te | the ωB97M-V functional and the def2-TZVPD basis

CARTESIAN COORDINATES (ANGSTROEM)
Hf 0.75 0.45 -1.38
C 2.60 4.28 4.73
C 1.12 4.43 4.41
C 0.24 4.16 5.61
C -1.21 4.46 5.27
C -1.63 3.70 4.05
C -2.95 3.41 3.82
C -3.36 2.67 2.70
F -4.65 2.43 2.54
C -2.46 2.19 1.79
C -1.10 2.47 1.99
C -0.12 2.01 1.09
O -0.44 1.29 0.00
C 1.21 2.30 1.33
C 1.58 3.06 2.42
N 0.68 3.52 3.28
C -0.67 3.23 3.11
C 2.02 1.64 0.26
O 2.25 0.41 0.33
O 1.95 2.14 -0.93
H 2.80 4.86 5.62
H 3.25 4.67 3.95
H 2.87 3.24 4.94
H 0.93 5.44 4.04
H 0.57 4.80 6.43
H 0.36 3.12 5.94
H -1.32 5.54 5.08
H -1.87 4.22 6.09
H -3.71 3.74 4.52
H -2.79 1.61 0.94
H 2.62 3.31 2.61
C -1.15 2.57 -4.75
C -1.24 1.12 -5.25
C -1.35 0.33 -3.97
O -0.43 1.06 -3.03
C -0.27 2.48 -3.51
H -2.14 2.95 -4.48
H -0.72 3.24 -5.49
H -0.34 0.84 -5.80
H -2.10 0.96 -5.88
H -1.00 -0.70 -4.03
H -2.34 0.38 -3.53
H 0.79 2.62 -3.73
H -0.59 3.13 -2.70
C 4.04 -3.27 -3.06
Si 2.37 -2.64 -2.60
C 1.02 -3.26 -3.71
C 2.38 -0.72 -2.97
C 2.07 -2.98 -0.78
Te 0.35 -2.08 0.10
C -1.21 -3.20 -0.83
Si -1.63 -4.74 0.28
C -0.02 -5.66 0.52
C -2.27 -4.07 1.89
C -2.88 -5.72 -0.67
H 4.24 -3.10 -4.12
H 4.11 -4.34 -2.88
H 4.84 -2.79 -2.48
H 1.30 -3.08 -4.75
H 0.05 -2.78 -3.54
H 0.88 -4.34 -3.60
H 1.50 -0.31 -3.51
H 3.09 -0.73 -3.81
H 2.89 0.01 -2.32
H 2.91 -2.60 -0.18
H 1.99 -4.05 -0.58
H -0.87 -3.50 -1.82
H -2.06 -2.53 -0.92
H 0.71 -5.09 1.09
H 0.42 -5.97 -0.43
H -0.21 -6.58 1.09
H -1.54 -3.43 2.40
H -2.49 -4.90 2.57
H -3.19 -3.51 1.75
H -2.49 -6.08 -1.62
H -3.78 -5.14 -0.86
H -3.18 -6.60 -0.09

Properties
2S+1: 1
HOMO, eV: -16.792
Total energy, eV: -64360.1836
HOMO-LUMO gap, eV: 7.5
Energy relative to the best compared isomer or geometry (same formula, charge and spin), kcal per mole: 0.0
Net charge: +3
Lowest unoccupied orbital energy, eV: -9.29